No. 1
Computed, not measured: one molecule with the formula ClH2NO2Si in a non-equilibrium geometry, with the ωB97M-V functional and the def2-TZVPD basis.

Summary:
Strongest force on any atom ... 2.92 eV Å⁻¹
Gap between HOMO and LUMO ... 10.33 eV
Energy relative to the best compared isomer or geometry (same formula, charge and spin) ... 18.5 kcal per mole

CARTESIAN COORDINATES (ANGSTROEM)
N  1.20113  -0.05232  0.39333
O  1.78651  -1.10995  0.31950
O  1.67432  0.98109  0.75908
Si  -0.88465  -0.09590  -0.12052
Cl  -1.26805  1.27727  -1.55801
H  -0.81082  -1.42102  -0.74040
H  -1.69843  0.42083  0.94702

Cartesian forces, eV/Å:
N -2.8 -0.7 -0.5
O 0.0 -0.3 -0.1
O 0.5 1.2 0.3
Si 2.6 0.2 -0.6
Cl 0.2 0.1 -0.2
H -0.4 -0.1 0.4
H -0.1 -0.4 0.8


No. 2
Computed, not measured: ClH2NO3S as an isolated structure in a non-equilibrium geometry, with the ωB97M-V functional and the def2-TZVPD basis.

Summary:
Strongest force on any atom ... 2.31 eV Å⁻¹
Gap between HOMO and LUMO (alpha / beta) ... 7.92 / 8.35 eV
Energy relative to the best compared isomer or geometry (same formula, charge and spin) ... 23.9 kcal per mole

CARTESIAN COORDINATES (ANGSTROEM)
N  -1.17140  0.00380  0.78831
O  1.22599  1.67720  -0.68389
O  0.80632  -0.68261  -1.20374
O  -1.57224  -0.61342  -0.33137
S  0.93016  0.36052  -0.24444
Cl  2.57088  -0.18272  1.02614
H  -1.35915  1.00773  0.70480
H  -1.43057  -1.57050  -0.05581

Cartesian forces, eV/Å:
N 2.2 0.1 -0.7
O -0.1 1.0 0.0
O 0.1 -0.7 -0.3
O -0.7 -1.3 1.5
S 0.0 -0.6 1.5
Cl -0.8 0.1 -0.4
H -0.4 0.0 -0.6
H -0.3 1.3 -1.0


No. 3
Computed, not measured: one molecule with the formula ClH2NOS in a non-equilibrium geometry, with the ωB97M-V functional and the def2-TZVPD basis.

Summary:
Strongest force on any atom ... 2.82 eV Å⁻¹
Gap between HOMO and LUMO ... 9.81 eV
Energy relative to the best compared isomer or geometry (same formula, charge and spin) ... 14.5 kcal per mole

CARTESIAN COORDINATES (ANGSTROEM)
N  0.66132  0.13565  0.30899
O  -1.27483  0.31502  -1.08428
S  0.29740  0.02386  -1.21156
Cl  0.30537  -2.10685  -1.82040
H  1.69689  0.26915  0.40992
H  -1.64168  0.18878  -0.19468

Cartesian forces, eV/Å:
N 1.1 0.1 -1.8
O 0.1 -0.3 -1.2
S -0.5 0.1 2.8
Cl -0.2 0.6 0.2
H -1.1 -0.3 -0.2
H 0.5 -0.2 0.2